No. 1
175
Properties=species:S:1:pos:R:3:lowdin_charge:R:1 method="wB97M-V/def2-TZVPD" max_force_ev_per_a=7.49 multiplicity=1 homo_lumo_gap_ev=9.391 total_energy_ha=-3798.0788 e_homo_ev=-18.3 charge=+5
N 13.76 17.46 17.07 -0.285
S 13.80 16.30 16.09 0.451
O 14.13 14.99 16.70 -0.280
O 14.23 16.53 14.72 -0.303
F 12.22 16.26 15.82 -0.188
S 15.42 17.92 16.98 0.635
O 15.61 19.32 16.62 -0.264
O 16.44 16.90 16.75 -0.285
F 15.61 17.97 18.61 -0.236
C 15.27 18.30 22.31 -0.039
C 15.20 16.80 21.86 -0.145
N 13.89 16.03 22.21 -0.235
C 12.74 16.81 21.65 -0.008
C 13.91 14.62 21.56 -0.092
C 13.64 14.59 20.01 -0.033
C 13.73 15.94 23.77 -0.018
C 12.25 15.79 24.31 -0.149
O 11.60 14.56 23.91 -0.220
C 10.57 14.03 24.72 -0.078
H 14.91 19.00 21.55 0.071
H 16.30 18.58 22.53 0.079
H 14.61 18.62 23.12 0.073
H 16.03 16.22 22.27 0.116
H 15.38 16.79 20.78 0.086
H 12.85 17.06 20.60 0.093
H 12.51 17.69 22.26 0.088
H 11.88 16.16 21.80 0.117
H 13.22 14.14 22.24 0.117
H 14.91 14.22 21.76 0.124
H 12.66 15.00 19.75 0.062
H 13.64 13.56 19.63 0.098
H 14.40 15.18 19.51 0.058
H 14.07 16.90 24.15 0.116
H 14.49 15.24 24.13 0.145
H 11.60 16.65 24.13 0.123
H 12.33 15.76 25.40 0.137
H 10.00 13.32 24.11 0.102
H 9.92 14.75 25.22 0.098
H 11.02 13.49 25.55 0.096
C 23.15 18.37 15.93 -0.033
C 22.20 17.15 15.48 -0.123
N 22.75 16.31 14.28 -0.221
C 23.58 17.21 13.34 0.012
C 23.77 15.19 14.83 -0.097
C 24.70 14.39 13.80 -0.036
C 21.63 15.65 13.43 -0.048
C 20.67 14.87 14.33 -0.183
O 19.34 15.35 14.46 -0.183
C 18.43 14.69 15.27 -0.108
H 24.16 17.96 16.05 0.077
H 22.84 18.85 16.85 0.074
H 23.08 19.18 15.21 0.082
H 21.23 17.60 15.26 0.123
H 21.97 16.44 16.28 0.094
H 23.70 16.87 12.31 0.114
H 24.57 17.43 13.74 0.116
H 22.95 18.08 13.19 0.106
H 23.24 14.41 15.37 0.111
H 24.41 15.72 15.53 0.117
H 25.68 14.80 13.58 0.087
H 24.27 14.36 12.80 0.068
H 24.84 13.34 14.06 0.090
H 22.11 15.04 12.66 0.129
H 21.11 16.44 12.89 0.143
H 21.09 14.76 15.33 0.102
H 20.66 13.86 13.92 0.135
H 18.81 14.69 16.29 0.077
H 18.27 13.67 14.91 0.095
H 17.45 15.16 15.20 0.081
C 11.74 20.36 22.13 -0.084
O 12.38 20.22 20.88 -0.209
C 11.95 21.01 19.80 -0.173
C 12.35 20.32 18.46 -0.032
N 11.73 18.89 18.36 0.072
H 12.27 18.36 17.69 0.068
H 11.82 18.46 19.27 0.123
C 10.20 18.83 18.07 -0.040
C 9.67 17.45 17.56 -0.159
O 10.16 16.34 18.36 -0.212
C 9.64 15.12 17.96 -0.102
H 10.81 19.80 22.27 0.096
H 11.45 21.41 22.25 0.103
H 12.36 20.17 23.01 0.091
H 12.44 21.98 19.84 0.145
H 10.87 21.14 19.79 0.132
H 13.42 20.15 18.33 0.116
H 11.93 20.73 17.54 0.118
H 10.01 19.66 17.39 0.125
H 9.65 19.16 18.95 0.131
H 10.04 17.29 16.55 0.098
H 8.58 17.50 17.56 0.142
H 10.25 14.36 18.45 0.097
H 9.85 15.00 16.90 0.086
H 8.56 15.05 18.09 0.107
C 14.76 16.47 10.41 -0.093
C 13.56 17.34 10.79 -0.196
C 14.04 18.47 11.71 -0.113
N 12.94 19.42 12.26 -0.195
C 12.18 20.22 11.12 0.084
C 13.48 20.39 13.35 -0.047
C 12.42 20.48 14.47 -0.168
C 11.36 19.50 14.16 -0.156
C 11.91 18.60 13.06 -0.110
H 14.62 15.69 9.66 0.082
H 15.16 15.90 11.24 0.058
H 15.65 16.99 10.06 0.082
H 12.85 16.67 11.27 0.103
H 13.02 17.77 9.94 0.118
H 14.86 19.07 11.31 0.140
H 14.55 18.19 12.63 0.106
H 11.70 21.03 11.68 0.105
H 11.40 19.55 10.75 0.104
H 12.88 20.57 10.37 0.116
H 13.72 21.41 13.05 0.145
H 14.29 19.84 13.82 0.118
H 11.97 21.46 14.56 0.127
H 12.88 20.21 15.43 0.091
H 10.52 20.11 13.81 0.131
H 11.13 18.78 14.95 0.099
H 11.17 18.06 12.47 0.140
H 12.40 17.73 13.49 0.100
C 13.36 13.59 13.10 -0.113
C 13.74 12.19 12.90 -0.245
C 14.00 11.82 11.43 -0.100
N 14.25 10.30 11.13 -0.229
C 15.47 9.87 11.93 0.024
C 14.51 10.02 9.61 -0.071
C 14.15 8.56 9.48 -0.151
C 13.20 8.17 10.60 -0.134
C 13.00 9.45 11.38 -0.096
H 13.38 13.81 14.17 0.067
H 12.35 13.90 12.82 0.093
H 14.02 14.32 12.62 0.066
H 12.93 11.55 13.24 0.119
H 14.62 12.03 13.53 0.116
H 14.88 12.36 11.10 0.131
H 13.15 12.15 10.84 0.134
H 15.25 9.75 12.99 0.107
H 16.33 10.54 11.88 0.108
H 15.86 8.95 11.50 0.108
H 15.46 10.43 9.26 0.144
H 13.78 10.64 9.10 0.132
H 15.06 7.96 9.56 0.119
H 13.73 8.28 8.52 0.136
H 13.57 7.33 11.18 0.129
H 12.22 7.87 10.23 0.132
H 12.78 9.28 12.44 0.139
H 12.23 10.10 10.97 0.139
C 21.03 18.16 23.48 -0.071
C 20.46 18.14 22.07 -0.238
C 20.20 16.70 21.65 -0.107
N 19.58 16.51 20.25 -0.218
C 19.23 15.04 19.97 0.062
C 20.43 17.05 19.14 -0.110
C 19.56 18.02 18.40 -0.182
C 18.63 18.56 19.38 -0.151
C 18.27 17.33 20.20 -0.088
H 21.08 19.15 23.93 0.098
H 22.03 17.75 23.35 0.089
H 20.51 17.46 24.14 0.087
H 21.05 18.73 21.38 0.119
H 19.52 18.69 22.15 0.102
H 19.55 16.12 22.30 0.136
H 21.10 16.08 21.68 0.145
H 20.14 14.46 20.15 0.117
H 18.93 15.00 18.93 0.098
H 18.43 14.82 20.69 0.106
H 20.86 16.31 18.47 0.122
H 21.36 17.52 19.48 0.138
H 19.03 17.57 17.56 0.115
H 20.15 18.77 17.86 0.133
H 17.77 19.00 18.87 0.117
H 19.13 19.34 19.96 0.128
H 17.55 16.78 19.59 0.107
H 17.75 17.45 21.15 0.108


No. 2
192
Properties=species:S:1:pos:R:3:lowdin_charge:R:1 method="wB97M-V/def2-TZVPD" max_force_ev_per_a=5.16 multiplicity=1 homo_lumo_gap_ev=4.530 total_energy_ha=-4175.4750 e_homo_ev=-8.9
Al -0.56 -0.22 0.55 1.404
B -1.58 0.10 -2.21 -0.428
H -1.09 -0.85 -2.03 -0.040
H -0.80 0.85 -2.31 -0.037
H -2.24 0.08 -3.06 0.003
H -2.17 0.34 -1.34 -0.054
B 2.04 1.08 1.51 -0.416
H 2.91 1.51 1.99 -0.010
H 2.34 0.84 0.51 -0.061
H 1.72 0.24 2.12 -0.059
H 1.27 1.84 1.44 -0.076
O -2.28 -2.32 2.11 0.104
C -3.22 -2.69 2.76 -0.423
O -3.22 -2.82 4.03 0.217
B -4.61 -3.13 4.55 -0.831
O -5.30 -3.49 3.31 0.252
C -4.60 -3.19 2.24 -0.331
O -4.92 -3.31 1.06 0.113
O -5.05 -1.90 5.24 0.188
C -5.25 -2.16 6.56 -0.367
O -5.61 -1.35 7.39 0.146
C -4.96 -3.63 6.82 -0.306
O -4.65 -4.16 5.61 0.207
O -4.76 -4.13 7.95 0.116
C -0.20 2.75 -6.91 -0.100
O -1.58 2.94 -6.55 -0.184
C -1.88 2.41 -5.24 -0.197
C -3.38 2.56 -4.87 -0.180
N -3.60 2.37 -3.45 -0.052
C -4.98 2.12 -3.12 -0.196
C -5.88 3.33 -3.52 -0.204
O -6.44 3.26 -4.82 -0.201
C -7.50 2.31 -5.01 -0.092
H 0.42 3.14 -6.10 0.072
H 0.02 3.32 -7.81 0.088
H 0.08 1.71 -7.06 0.073
H -1.32 2.85 -4.41 0.095
H -1.53 1.38 -5.24 0.094
H -3.85 1.84 -5.54 0.125
H -3.65 3.59 -5.14 0.120
H -3.07 1.53 -3.23 0.029
H -5.01 2.04 -2.04 0.083
H -5.38 1.18 -3.51 0.114
H -5.26 4.23 -3.49 0.119
H -6.63 3.46 -2.74 0.111
H -8.35 2.56 -4.38 0.085
H -7.14 1.28 -4.92 0.078
H -7.85 2.45 -6.03 0.085
C -2.31 -0.07 7.68 -0.042
O -1.24 0.86 7.29 -0.217
C -0.55 1.33 8.38 -0.270
C 0.34 2.48 8.00 -0.213
N -0.36 3.66 7.57 -0.041
C 0.52 4.74 7.32 -0.216
C 1.50 4.46 6.18 -0.224
O 0.81 4.03 5.03 -0.227
C 1.60 3.83 3.90 -0.101
H -3.07 0.61 8.06 0.094
H -1.99 -0.72 8.49 0.094
H -2.82 -0.66 6.92 0.072
H 0.03 0.47 8.71 0.126
H -1.20 1.60 9.21 0.127
H 0.92 2.11 7.15 0.113
H 0.99 2.57 8.87 0.133
H -0.71 3.43 6.65 0.082
H 1.12 5.01 8.18 0.124
H -0.08 5.62 7.06 0.119
H 2.31 3.77 6.44 0.123
H 1.88 5.46 5.95 0.120
H 0.99 3.50 3.06 0.064
H 2.36 3.07 4.08 0.095
H 2.07 4.80 3.70 0.095
C 6.56 -3.56 4.07 -0.129
O 5.42 -3.41 3.32 -0.217
C 5.26 -2.14 2.66 -0.178
C 3.92 -2.12 1.93 -0.174
N 3.65 -3.40 1.31 -0.077
C 4.66 -3.89 0.33 -0.160
C 4.36 -5.30 -0.18 -0.202
O 5.45 -5.56 -1.07 -0.190
C 5.27 -6.78 -1.74 -0.112
H 7.40 -3.51 3.38 0.089
H 6.56 -4.55 4.53 0.092
H 6.59 -2.78 4.84 0.090
H 6.06 -2.15 1.92 0.113
H 5.31 -1.26 3.31 0.128
H 3.89 -1.28 1.23 0.115
H 3.11 -1.88 2.62 0.109
H 3.56 -4.13 2.00 0.117
H 5.63 -3.94 0.83 0.109
H 4.75 -3.13 -0.45 0.121
H 3.36 -5.42 -0.59 0.104
H 4.44 -6.03 0.63 0.126
H 5.09 -7.57 -1.01 0.087
H 6.12 -7.00 -2.39 0.091
H 4.41 -6.67 -2.40 0.085
C -0.10 5.25 -3.65 -0.063
O -0.27 4.27 -2.60 -0.208
C -0.16 4.79 -1.29 -0.194
C -0.04 3.60 -0.29 -0.173
N -1.15 2.67 -0.34 -0.004
C -2.39 3.34 0.08 -0.153
C -2.40 4.22 1.32 -0.218
O -2.14 3.52 2.49 -0.231
C -2.26 4.41 3.63 -0.027
H 0.97 5.47 -3.68 0.088
H -0.65 6.17 -3.46 0.090
H -0.35 4.90 -4.66 0.072
H -0.98 5.47 -1.06 0.113
H 0.75 5.39 -1.22 0.123
H 0.19 3.89 0.73 0.111
H 0.78 2.93 -0.55 0.097
H -1.26 2.50 -1.33 0.062
H -3.24 2.66 0.00 0.100
H -2.67 4.00 -0.74 0.121
H -3.44 4.54 1.36 0.133
H -1.72 5.07 1.24 0.125
H -1.33 4.97 3.74 0.091
H -2.22 3.80 4.54 0.081
H -3.23 4.91 3.68 0.102
C -4.55 0.38 0.23 -0.107
O -3.54 0.39 1.21 -0.230
C -3.98 0.77 2.52 -0.143
C -2.86 0.53 3.62 -0.106
N -1.56 1.05 3.15 0.014
C -0.50 1.06 4.13 -0.151
C -0.17 -0.37 4.66 -0.176
O 0.13 -1.25 3.57 -0.236
C 0.61 -2.48 4.09 -0.093
H -4.27 0.13 -0.80 0.070
H -4.95 1.37 -0.02 0.068
H -5.35 -0.30 0.52 0.103
H -4.79 0.15 2.89 0.123
H -4.35 1.80 2.58 0.120
H -2.88 -0.49 4.02 0.098
H -3.01 1.20 4.46 0.133
H -1.85 2.00 2.97 0.048
H -0.77 1.73 4.94 0.108
H 0.43 1.40 3.67 0.090
H -0.95 -0.83 5.27 0.104
H 0.59 -0.25 5.43 0.120
H -0.28 -3.00 4.44 0.092
H 1.37 -2.27 4.84 0.095
H 0.98 -3.18 3.35 0.069
C -2.81 -2.98 -1.12 -0.074
O -1.54 -2.94 -0.40 -0.257
C -0.82 -4.19 -0.38 -0.192
C 0.51 -3.98 0.29 -0.182
N 1.27 -2.74 -0.04 0.012
C 1.56 -2.63 -1.49 -0.145
C 2.37 -1.34 -1.87 -0.149
O 1.54 -0.17 -1.68 -0.269
C 2.03 1.02 -2.31 -0.087
H -2.60 -3.16 -2.17 0.089
H -3.40 -2.07 -1.03 0.079
H -3.47 -3.81 -0.89 0.081
H -0.71 -4.60 -1.39 0.121
H -1.37 -4.95 0.18 0.132
H 1.07 -4.90 0.08 0.111
H 0.43 -4.09 1.37 0.106
H 2.16 -2.96 0.38 0.036
H 0.69 -2.82 -2.13 0.119
H 2.17 -3.51 -1.67 0.114
H 2.63 -1.36 -2.93 0.102
H 3.29 -1.31 -1.29 0.111
H 2.26 0.91 -3.37 0.080
H 2.97 1.35 -1.88 0.093
H 1.35 1.88 -2.33 0.073
C 0.19 -0.80 -4.89 -0.113
O 0.69 -1.74 -5.82 -0.185
C 2.09 -1.47 -6.09 -0.176
C 2.56 -2.59 -7.11 -0.163
N 4.05 -2.56 -7.30 -0.075
C 4.40 -3.10 -8.63 -0.207
C 5.91 -2.81 -8.97 -0.157
O 6.03 -1.39 -9.34 -0.210
C 7.32 -0.84 -9.43 -0.138
H 0.36 0.21 -5.27 0.070
H 0.49 -0.92 -3.85 0.063
H -0.87 -1.03 -4.91 0.096
H 2.73 -1.33 -5.22 0.102
H 2.10 -0.51 -6.60 0.109
H 2.14 -2.47 -8.11 0.100
H 2.25 -3.59 -6.82 0.113
H 4.45 -1.63 -7.28 0.094
H 3.77 -2.67 -9.41 0.104
H 4.17 -4.15 -8.76 0.112
H 6.26 -3.38 -9.83 0.110
H 6.63 -3.03 -8.18 0.113
H 7.85 -1.14 -10.33 0.082
H 7.95 -0.91 -8.54 0.082
H 7.32 0.25 -9.54 0.079